Entry 1:
{
  "formula": "CH3Cl3Si",
  "method": "wB97M-V/def2-TZVPD",
  "homo_lumo_gap_ev": 8.1,
  "homo_ev": -8.55,
  "multiplicity": 1,
  "total_charge": 0,
  "relative_energy_kj_mol": 555.8,
  "elements": ["C", "Si", "Cl", "Cl", "Cl", "H", "H", "H"],
  "xyz": [[0.19437, 1.08313, 1.16080], [-0.58832, -1.77325, -1.19881], [1.42436, -0.22378, 0.77206], [-1.49712, 0.34984, 1.23643], [-0.54288, -0.23453, -2.58000], [0.28491, 1.43620, 2.17738], [0.61091, -2.55696, -1.96775], [0.11376, 1.91934, 0.39988]],
  "lowdin_charge": [-0.87, 0.17, 0.43, 0.39, 0.00, 0.01, -0.19, 0.06]
}

=====

Entry 2:
{
  "formula": "C4H9NO3",
  "method": "wB97M-V/def2-TZVPD",
  "homo_lumo_gap_ev": 9.5,
  "homo_ev": -9.88,
  "multiplicity": 1,
  "total_charge": 0,
  "relative_energy_kj_mol": 739.3,
  "elements": ["C", "C", "C", "C", "H", "H", "H", "H", "H", "H", "H", "H", "H", "N", "O", "O", "O"],
  "xyz": [[-2.05519, 1.21656, 0.08494], [-1.44561, -0.27026, 0.33678], [0.07428, -0.22611, 0.67267], [1.21812, 0.70114, 0.02035], [-1.71656, 1.80146, -0.67834], [-1.87531, 1.93233, 0.89522], [-3.24854, 0.87382, 0.18182], [-1.96999, -0.56485, 1.33114], [-2.16737, -0.15054, -1.76762], [0.42179, 0.03246, 1.76790], [0.37145, -2.42915, 1.15003], [0.95689, -2.22334, -0.50854], [1.92205, -1.19764, -0.12511], [0.84480, -1.60585, 0.46509], [-1.55486, -1.08216, -0.85101], [2.00429, -0.25196, -0.58810], [1.38087, 1.91392, -0.08470]],
  "lowdin_charge": [-0.06, -0.43, -0.15, -0.43, 0.02, 0.07, 0.14, 0.15, 0.33, 0.18, 0.18, 0.19, 0.01, -0.07, -0.16, -0.03, 0.07]
}

=====

Entry 3:
{
  "formula": "C9H5N4O",
  "method": "wB97M-V/def2-TZVPD",
  "homo_lumo_gap_ev": [5.8, 5.8],
  "homo_ev": [-13.55, -13.55],
  "smiles": "O=C1C=c2nccnc2=C2[NH+]=CN=C12",
  "multiplicity": 1,
  "total_charge": 1,
  "elements": ["O", "C", "C", "C", "N", "C", "C", "N", "C", "C", "N", "C", "N", "C", "H", "H", "H", "H", "H"],
  "xyz": [[-2.24035, 2.09986, 1.80240], [-1.50053, 1.41416, 1.12680], [-0.36866, 0.71004, 1.81793], [0.55719, -0.19971, 1.26863], [1.62647, -0.65601, 1.98822], [2.62484, -1.27078, 1.44956], [2.39822, -1.82082, 0.08757], [1.34973, -1.37176, -0.59379], [0.52959, -0.47260, -0.09973], [-0.71108, 0.27180, -0.91994], [-0.93924, 0.19903, -2.25413], [-2.12665, 0.86065, -2.42611], [-2.53173, 1.37735, -1.27940], [-1.61298, 1.10036, -0.30901], [-0.29116, 1.19598, 2.84211], [3.53190, -1.57559, 2.13276], [2.93129, -2.77121, -0.30457], [-0.47283, -0.10893, -3.06935], [-2.75402, 1.01817, -3.25995]],
  "lowdin_charge": [0.20, -0.28, 0.26, -0.20, 0.15, -0.05, 0.03, 0.15, -0.04, -0.08, 0.15, -0.09, 0.15, -0.16, 0.18, 0.17, 0.17, 0.16, 0.13]
}

=====

Entry 4:
{
  "formula": "C24H36CrN2Si",
  "method": "wB97M-V/def2-TZVPD",
  "homo_lumo_gap_ev": [5.0, 4.9],
  "homo_ev": [-5.21, -5.20],
  "multiplicity": 5,
  "total_charge": 0,
  "relative_energy_kj_mol": 0.0,
  "elements": ["C", "C", "C", "H", "C", "C", "H", "H", "H", "H", "Cr", "C", "H", "H", "H", "Si", "C", "C", "H", "C", "H", "C", "H", "C", "H", "C", "H", "C", "C", "H", "C", "H", "C", "H", "C", "H", "C", "H", "H", "H", "C", "N", "C", "C", "C", "N", "C", "C", "H", "H", "H", "H", "H", "H", "H", "H", "H", "H", "H", "H", "H", "H", "H", "H"],
  "xyz": [[0.92639, 1.95730, 1.47420], [-0.03187, 1.78775, 0.43010], [-1.36199, 1.88260, 1.01279], [0.17235, 1.67626, -0.63482], [-1.18520, 2.16643, 2.43756], [0.23774, 2.21283, 2.69739], [0.71860, 2.55759, 3.63367], [2.01852, 2.01629, 1.31382], [-2.30158, 1.91845, 0.49027], [-1.98827, 2.41421, 3.11754], [-0.40799, 0.15544, 2.05954], [-1.67651, -1.51906, -1.42269], [-1.66623, -1.40717, -0.36503], [-1.46047, -2.53824, -1.67108], [-2.70025, -1.30655, -1.75626], [-0.63701, -0.53232, -2.88879], [1.26629, -0.45150, -3.32498], [2.06604, 0.65009, -2.94704], [1.60536, 1.57589, -2.59821], [3.47325, 0.53751, -2.93098], [4.09376, 1.37384, -2.57001], [4.06634, -0.66251, -3.36572], [5.14722, -0.76808, -3.34412], [3.28591, -1.74489, -3.82123], [3.76416, -2.68266, -4.14906], [1.88997, -1.61216, -3.81672], [1.26110, -2.45633, -4.11896], [-1.50692, 1.02504, -3.49799], [-1.07063, 1.85376, -4.55572], [-0.19769, 1.56731, -5.13582], [-1.78528, 3.03194, -4.91726], [-1.43787, 3.67621, -5.74181], [-2.95563, 3.36533, -4.22787], [-3.52268, 4.26256, -4.50288], [-3.44853, 2.52659, -3.21336], [-4.40181, 2.75286, -2.71272], [-2.72682, 1.35583, -2.88352], [-3.13994, 0.65675, -2.14931], [-0.40233, 0.10456, -1.53371], [-0.80074, -1.65281, -3.81630], [2.45991, -1.14850, 2.00336], [1.04103, -1.55316, 1.94089], [0.73168, -2.19004, 0.65985], [0.64234, -2.46478, 3.09090], [-0.67960, -2.02532, 3.76788], [-0.71349, -0.53523, 4.05037], [-2.04540, -0.12241, 4.57745], [0.40976, -0.19072, 4.94384], [3.11457, -2.01260, 2.19905], [2.60300, -0.42053, 2.80530], [2.76782, -0.67543, 1.06489], [1.21765, -3.16863, 0.52527], [-0.34165, -2.38161, 0.63500], [0.98285, -1.54415, -0.18004], [0.44759, -3.47052, 2.67581], [1.49539, -2.56545, 3.78806], [-1.54633, -2.24120, 3.10525], [-0.75760, -2.53038, 4.75017], [-2.27057, -0.66434, 5.51109], [-2.09687, 0.96431, 4.75636], [-2.80068, -0.37918, 3.81895], [0.31832, -0.76994, 5.86903], [1.34161, -0.51260, 4.43697], [0.49991, 0.87545, 5.15134]],
  "lowdin_spin": [0.01, 0.01, 0.03, 0.00, 0.00, 0.02, 0.00, 0.00, 0.01, 0.00, 3.74, 0.01, 0.01, 0.00, 0.00, 0.00, 0.00, 0.00, 0.00, 0.00, 0.00, 0.00, 0.00, 0.00, 0.00, 0.00, 0.00, 0.00, 0.00, 0.00, 0.00, 0.00, 0.00, 0.00, 0.00, 0.00, 0.00, 0.00, 0.00, 0.00, 0.00, 0.01, 0.02, 0.01, 0.02, 0.01, 0.01, 0.01, 0.00, 0.00, 0.00, 0.00, 0.01, 0.00, 0.00, 0.00, 0.01, 0.00, 0.00, 0.00, 0.01, 0.00, 0.00, 0.00]
}

=====

Entry 5:
{
  "formula": "C31H37GeIN6O3STc",
  "method": "wB97M-V/def2-TZVPD",
  "homo_lumo_gap_ev": [6.6, 4.6],
  "homo_ev": [-18.46, -18.46],
  "multiplicity": 4,
  "total_charge": 4,
  "elements": ["Tc", "C", "C", "N", "C", "C", "C", "O", "C", "C", "N", "C", "C", "C", "C", "C", "C", "I", "C", "O", "H", "H", "H", "H", "H", "H", "H", "H", "H", "H", "H", "H", "N", "N", "C", "N", "S", "H", "H", "H", "H", "H", "C", "N", "C", "C", "C", "O", "H", "H", "H", "H", "H", "H", "H", "H", "H", "Ge", "C", "C", "C", "C", "C", "C", "C", "C", "C", "C", "C", "C", "H", "H", "H", "H", "H", "H", "H", "H", "H", "H", "H"],
  "xyz": [[0.15970, 0.07140, 0.27910], [2.73830, -2.79120, -2.55870], [2.24080, -1.51020, -3.11810], [2.59800, -1.15340, -4.31000], [2.20450, -0.06640, -4.93070], [1.32950, 0.83460, -4.32490], [0.85630, 1.98440, -5.19320], [0.55840, 3.17130, -4.51510], [0.93310, 0.58040, -2.98390], [0.10560, 1.52290, -2.30690], [-0.47580, 1.46620, -1.13320], [-1.35310, 2.53650, -0.81520], [-1.97800, 3.29830, -1.82150], [-2.74750, 4.41060, -1.53180], [-2.94270, 4.80610, -0.21700], [-2.40470, 4.03680, 0.80360], [-1.64600, 2.92110, 0.50060], [-0.92450, 1.76800, 2.16210], [1.39540, -0.62470, -2.33840], [1.07730, -0.94350, -1.15250], [2.85770, -3.52690, -3.35170], [2.09930, -3.16430, -1.76240], [3.73600, -2.62210, -2.14780], [2.62890, 0.10050, -5.91180], [-0.06640, 1.61840, -5.68160], [1.59020, 2.13870, -5.98570], [1.08740, 3.90660, -4.85270], [-0.04950, 2.42840, -2.89090], [-1.87640, 3.01150, -2.85670], [-3.19420, 4.97580, -2.33600], [-3.52400, 5.68430, 0.02210], [-2.56880, 4.31150, 1.83430], [-1.10870, -2.74100, -2.09200], [-2.38790, -2.19430, -2.22230], [-2.93800, -1.49330, -1.24500], [-4.19440, -1.09800, -1.31500], [-2.04740, -1.05960, 0.20720], [-0.59080, -2.64770, -2.96290], [-1.16290, -3.73960, -1.87820], [-2.95770, -2.40260, -3.04690], [-4.80160, -1.31940, -2.09590], [-4.61890, -0.59230, -0.54910], [4.51980, 0.15120, 3.64640], [3.25840, -0.13780, 2.99410], [2.42640, -1.16660, 3.58610], [2.87500, 0.45400, 1.87890], [3.66440, 1.56600, 1.27810], [1.79540, 0.08740, 1.30810], [4.63680, -0.50270, 4.50780], [4.56350, 1.18520, 3.99390], [5.35810, -0.03290, 2.97190], [2.60480, -1.20660, 4.65780], [2.65920, -2.14590, 3.16050], [1.37000, -0.94510, 3.41840], [4.72690, 1.46840, 1.47470], [3.34360, 2.52040, 1.69940], [3.48990, 1.59460, 0.20380], [-2.28170, -3.26640, 1.96760], [-0.58080, -4.21890, 2.36110], [-0.11710, -4.24820, 3.67420], [0.90230, -5.12210, 4.01480], [1.46680, -5.94210, 3.05000], [1.01070, -5.90090, 1.74120], [-0.01170, -5.03750, 1.38620], [-3.41880, -2.22150, 3.20060], [-4.76670, -2.11970, 2.86690], [-5.61590, -1.42200, 3.71160], [-5.12100, -0.83700, 4.86610], [-3.78110, -0.95250, 5.20050], [-2.92070, -1.64140, 4.36070], [-3.06880, -3.87860, 0.77820], [-0.57240, -3.63250, 4.44180], [1.24080, -5.18270, 5.03750], [2.25890, -6.62560, 3.32180], [1.44120, -6.55960, 1.00250], [-0.38360, -5.02120, 0.36820], [-5.15720, -2.60190, 1.97770], [-6.66620, -1.35560, 3.47160], [-5.78570, -0.28830, 5.51790], [-3.40840, -0.51710, 6.11320], [-1.87330, -1.71660, 4.62120]],
  "lowdin_spin": [1.74, 0.04, 0.19, 0.02, 0.23, 0.13, 0.02, 0.00, 0.03, 0.05, -0.01, 0.00, 0.00, 0.00, 0.00, 0.00, 0.00, 0.00, 0.13, 0.22, 0.01, 0.00, 0.02, 0.01, 0.01, 0.00, 0.00, 0.00, 0.00, 0.00, 0.00, 0.00, 0.00, 0.00, 0.01, 0.00, 0.04, 0.00, 0.00, 0.00, 0.00, 0.00, 0.00, 0.03, 0.00, 0.01, 0.00, 0.06, 0.00, 0.00, 0.00, 0.00, 0.00, 0.00, 0.00, 0.00, 0.00, 0.00, 0.00, 0.00, 0.00, 0.00, 0.00, 0.00, 0.00, 0.00, 0.00, 0.00, 0.00, 0.00, 0.00, 0.00, 0.00, 0.00, 0.00, 0.00, 0.00, 0.00, 0.00, 0.00, 0.00]
}

=====

Entry 6:
{
  "formula": "C3H8N4",
  "method": "wB97M-V/def2-TZVPD",
  "homo_lumo_gap_ev": [8.1, 7.9],
  "homo_ev": [-7.18, -6.97],
  "multiplicity": 1,
  "total_charge": 0,
  "relative_energy_kj_mol": 503.5,
  "elements": ["C", "C", "C", "N", "N", "N", "N", "H", "H", "H", "H", "H", "H", "H", "H"],
  "xyz": [[1.20279, -1.32967, -0.03358], [0.32961, -0.13350, -0.12670], [-1.11543, -0.37028, 0.46584], [2.55130, -0.94282, 0.09492], [2.85608, 0.20236, 0.02182], [0.96464, 1.02074, 0.51690], [0.87353, 2.12928, -0.13063], [0.78347, -2.07033, 0.61504], [1.23931, -1.90074, -1.00675], [0.08133, 0.18661, -1.17147], [-1.65645, 0.61906, 0.59528], [-1.26797, -0.85616, 1.48028], [-1.48713, -1.18694, -0.24737], [0.40146, 2.24549, -1.07736], [1.02743, 3.04648, 0.27320]],
  "lowdin_charge": [-0.23, -0.43, -0.07, -0.10, 0.13, -0.10, -0.04, 0.10, 0.14, 0.13, 0.08, 0.08, 0.09, 0.12, 0.10]
}

=====

Number 1: E -1709.9361 Eh. Number 2: E -438.0475 Eh. Number 3: E -639.8463 Eh. Number 4: E -2379.3723 Eh. Number 5: E -4609.8688 Eh. Number 6: E -337.9620 Eh.